Entry 1:
97
Properties=species:S:1:pos:R:3:forces:R:3:mulliken_charge:R:1 method="wB97M-V/def2-TZVPD" gap_ev=8.3 e_tot_ev=-80313.32189 smiles="COCCCCCCCCCCC[C@@](Cl)(Nc1ccncc1)[C@@](CCC(=O)O)(OCN=C=S)B(N)O.O.O.O.O.O.O.O"
Cl -1.537 -3.571 -3.083 -0.075 0.463 0.734 -0.16
S 3.536 1.951 -0.684 -2.597 -4.629 2.621 -0.12
O 4.717 -2.050 -0.137 -5.034 -4.998 -4.784 -0.60
O -0.198 -5.188 -0.590 -2.254 2.279 0.570 -0.72
O 2.910 0.921 4.758 -0.138 -0.315 -1.877 -0.35
O 3.024 5.821 2.769 0.540 0.100 -0.103 -0.64
O -4.587 -1.653 -8.846 -0.073 -0.224 -0.460 -0.62
O 4.369 -3.504 -2.119 -1.483 2.561 2.257 -0.47
O -0.221 -1.444 0.272 1.727 0.785 -1.925 0.07
O 7.823 -1.830 -4.502 -0.492 0.012 -0.297 -0.63
O 6.904 -1.064 -1.805 0.272 0.084 0.167 -0.68
O -0.556 5.958 2.694 -0.182 0.458 -0.233 -0.55
O 0.069 0.875 -6.685 -0.290 0.102 -0.045 -0.69
O 1.736 -1.841 7.239 0.274 0.317 0.004 -0.66
N -0.734 -0.986 -2.969 -1.719 -0.065 -1.359 0.08
N 1.940 -0.271 0.823 3.897 5.378 -5.759 0.34
N -1.544 -3.901 1.162 0.876 0.359 -1.632 -0.75
N -3.914 1.393 -5.882 5.315 -3.982 4.661 -0.48
C -1.339 -2.005 -2.038 0.054 -0.088 0.470 -0.16
C 1.657 3.049 4.195 -0.403 -0.243 -0.268 -0.58
C -3.026 -0.215 -0.758 -1.411 0.874 -0.359 0.35
C 2.642 -0.335 4.036 -0.031 -0.405 -1.007 -0.35
C -2.595 -0.978 -5.090 0.150 3.196 1.221 -0.33
C -3.293 -0.638 1.965 -1.131 0.026 0.209 -0.15
C -2.839 -1.668 -1.484 -0.912 0.370 0.096 -0.92
C -1.080 3.196 4.437 0.327 0.049 -0.306 -0.67
C -4.061 -0.350 0.546 0.140 -0.112 -0.563 -0.88
C -2.024 1.279 -3.784 -1.328 -2.465 -2.249 -0.28
C -2.368 0.628 2.447 -0.346 -1.234 0.918 0.39
C -1.726 -0.319 -3.884 -3.465 3.138 -3.093 0.17
C -3.602 -0.062 -5.936 0.457 -0.156 0.519 -0.16
C 0.616 -0.273 0.029 -1.452 2.182 0.046 -0.70
C -3.062 1.957 -4.800 0.402 -0.621 0.377 -0.18
C 2.354 -3.245 -0.397 0.712 -1.033 0.334 -0.21
C 2.897 2.056 3.792 -1.288 0.510 -0.486 0.11
C 0.208 2.375 3.811 -0.516 -0.858 0.129 0.42
C 1.255 -2.716 -1.496 0.746 0.202 -1.030 -1.08
C -3.109 1.512 3.623 0.778 1.098 -0.259 -0.52
C -2.462 3.051 3.559 -0.335 0.194 0.338 -0.54
C -0.249 -2.405 -0.832 1.317 -1.730 -0.993 -0.08
C 2.727 0.632 0.100 -2.109 -1.167 2.360 -0.13
C 3.908 -2.853 -0.848 2.897 2.942 2.255 0.20
B -0.664 -3.867 -0.112 -0.767 -2.145 0.802 0.82
H -4.060 -2.339 -9.281 -0.136 0.236 0.201 0.30
H -4.742 0.626 0.618 1.633 -2.021 -0.051 0.31
H 1.750 -1.112 6.600 -0.021 -0.151 0.231 0.34
H -2.544 -3.720 0.929 1.180 0.027 0.663 0.31
H 3.647 5.986 3.492 -0.245 -0.049 -0.193 0.31
H -3.257 -2.479 -0.714 1.494 1.495 -1.787 0.31
H -0.033 -1.448 -3.620 -1.092 0.520 1.345 0.48
H 7.655 -1.079 -1.193 -0.232 0.000 -0.313 0.28
H -0.893 -5.895 -0.394 1.508 1.500 0.139 0.30
H -2.040 0.360 -0.508 -1.788 -1.362 -0.348 -0.25
H -2.241 3.366 2.440 -0.439 -0.717 2.247 0.23
H -2.704 -1.648 1.910 -0.962 2.083 -0.050 -0.20
H -1.266 2.775 5.526 0.333 1.084 -2.121 0.30
H 3.912 2.639 3.758 -1.787 -1.284 0.379 0.26
H -4.142 -0.799 2.787 1.804 0.284 -1.695 0.44
H 1.199 -3.565 -2.334 -0.272 1.919 1.979 0.45
H 4.520 -2.800 -2.815 0.072 -0.894 1.346 0.34
H 1.692 -1.766 -2.066 -0.954 -1.824 1.381 0.47
H 3.480 -0.463 3.197 -1.990 0.105 1.628 0.18
H 0.048 2.236 2.637 0.590 0.547 2.395 -0.11
H 1.737 4.097 3.642 -0.036 -2.279 1.266 0.23
H -3.618 0.476 -1.530 1.465 -1.458 1.589 0.27
H 1.555 -0.288 3.551 2.395 -0.131 0.791 0.09
H -4.226 -0.643 -6.775 1.630 1.384 2.025 0.19
H 2.670 -1.299 4.708 0.146 2.212 -0.877 0.27
H 6.157 -1.366 -1.266 -0.064 -0.106 0.137 0.44
H 7.099 -1.850 -5.146 0.379 0.007 0.167 0.31
H 2.124 -2.903 0.717 0.815 -0.307 -2.581 0.17
H 3.592 5.682 1.997 -0.212 0.028 0.231 0.31
H 0.018 0.660 0.475 1.075 -2.143 -0.829 0.23
H 0.823 -0.003 -1.088 -0.765 -1.057 1.938 0.41
H -2.483 -2.125 -5.334 -0.389 2.690 0.472 0.22
H 1.686 3.187 5.359 -0.024 -0.107 -2.177 0.28
H 2.443 -1.618 7.863 -0.260 -0.087 -0.220 0.33
H 2.673 1.641 2.715 0.565 0.783 2.014 -0.27
H -1.477 1.931 -2.970 -1.291 -1.419 -1.922 0.22
H -2.881 1.107 4.708 -0.442 0.537 -2.285 0.30
H -4.281 1.544 3.504 2.355 -0.063 -0.004 0.33
H -1.395 0.152 2.948 -1.891 1.317 -1.429 -0.42
H 7.403 -1.519 -3.686 0.124 -0.024 0.202 0.36
H -4.801 -1.236 0.250 1.500 1.820 0.851 0.34
H -2.125 1.295 1.515 -0.278 -1.218 1.918 0.06
H 2.324 -4.436 -0.365 0.067 2.553 -0.251 0.52
H -0.946 6.705 3.172 0.139 -0.269 -0.127 0.29
H -0.404 6.304 1.802 0.036 -0.147 0.319 0.26
H -0.767 4.333 4.459 -0.777 -2.324 0.134 0.27
H -1.170 -3.256 1.891 -0.882 -0.439 -0.965 0.26
H -0.556 1.171 -7.364 0.210 -0.121 0.239 0.33
H -0.460 0.848 -5.874 0.047 0.026 -0.185 0.36
H 0.151 1.269 4.253 0.282 2.311 -0.899 -0.09
H -5.268 -1.432 -9.499 0.202 -0.019 0.271 0.31
H -3.187 3.141 -4.677 0.314 -2.916 -0.240 0.29
H -3.625 -1.696 -2.383 2.039 -0.043 1.802 0.30
H -3.266 3.833 3.965 1.783 -1.697 -0.751 0.27

=====

Entry 2:
60
Properties=species:S:1:pos:R:3:forces:R:3:nbo_charge:R:1 method="wB97M-V/def2-TZVPD" charge=-1 gap_ev=7.2 e_tot_ev=-47400.33535
Ir -0.021 -0.487 -0.091 -1.108 -1.521 -0.012 0.86
O -2.567 0.576 1.550 0.083 -0.075 0.006 -0.40
O 0.631 2.188 0.386 -0.007 -0.157 -0.120 -0.56
O 3.947 0.040 -1.073 -0.083 -0.007 0.042 -0.67
O -0.636 -0.263 1.861 0.418 -0.127 0.159 -0.58
O -1.269 1.938 -0.740 0.105 0.223 -0.102 -0.60
O -2.034 -3.424 -2.222 -0.003 -0.034 -0.076 -0.66
N 0.769 -1.345 -1.703 0.121 -0.193 -0.084 -0.40
N -1.796 0.103 2.336 -0.135 0.190 -0.065 0.34
N 1.832 0.321 -0.131 0.656 0.165 0.418 -0.62
N -1.589 -1.781 -0.654 0.011 0.159 0.194 -0.71
C 2.258 3.949 2.491 -0.018 0.018 0.022 -0.22
C -5.311 -2.334 1.197 0.056 -0.079 0.058 -0.20
C 2.553 0.081 2.520 0.045 0.001 -0.046 -0.64
C -4.214 -3.081 1.602 -0.107 0.060 0.005 -0.23
C -2.983 -2.918 0.982 0.092 0.053 0.008 -0.03
C -3.807 -0.231 -1.580 0.010 -0.010 0.004 -0.65
C 1.951 1.609 0.527 -0.085 0.061 0.004 0.38
C 0.065 -2.330 -2.277 0.135 0.135 0.002 0.14
C 2.747 -0.209 -0.955 -0.200 0.124 -0.166 0.61
C -1.786 -3.723 1.406 -0.049 0.003 -0.062 -0.63
C -2.868 -1.984 -0.048 0.192 -0.164 0.146 0.24
C 0.669 -3.153 -3.206 0.004 -0.066 -0.080 -0.21
C 2.929 2.563 -0.180 -0.078 -0.002 -0.023 -0.41
C 2.023 -2.982 -3.474 -0.058 0.056 0.067 -0.16
C 2.756 -2.039 -2.766 0.061 -0.055 -0.108 -0.22
C 1.572 4.563 -1.042 0.034 0.007 0.010 -0.60
C 2.092 -1.234 -1.862 0.017 0.067 0.061 0.15
C -1.328 -2.557 -1.718 0.066 0.172 -0.080 0.61
C 2.416 2.528 2.802 -0.011 -0.008 0.013 -0.25
C -3.957 -1.236 -0.476 -0.192 0.061 -0.009 -0.01
C 2.633 4.062 -0.050 0.012 -0.004 0.018 -0.26
C -5.179 -1.424 0.163 0.042 0.033 -0.087 -0.22
C 2.296 1.465 2.005 -0.066 -0.021 -0.032 0.05
C 2.336 4.586 1.323 0.008 -0.003 -0.056 -0.15
C -0.324 1.408 -0.237 -0.028 0.885 -0.149 0.74
H 3.929 2.337 0.186 0.022 0.019 -0.010 0.23
H 2.174 5.662 1.344 -0.005 0.001 0.024 0.19
H -3.191 0.609 -1.253 0.043 -0.010 0.015 0.27
H 2.928 2.327 -1.246 0.025 -0.019 0.003 0.22
H 1.532 5.655 -1.025 -0.015 0.007 -0.007 0.19
H 0.074 -3.929 -3.666 -0.020 0.005 0.014 0.25
H -4.309 -3.793 2.414 0.001 -0.006 0.001 0.20
H -6.268 -2.461 1.690 0.000 -0.002 0.008 0.20
H 0.586 4.171 -0.806 0.005 0.023 -0.007 0.24
H 2.825 0.115 3.575 0.001 -0.002 0.003 0.20
H -1.497 -4.419 0.613 0.029 0.004 0.019 0.22
H -4.784 0.145 -1.886 0.002 0.009 -0.005 0.20
H 3.374 -0.378 1.961 -0.003 -0.026 0.011 0.22
H -0.933 -3.075 1.608 0.007 0.010 0.040 0.23
H 2.634 2.327 3.847 0.011 -0.018 -0.006 0.19
H -3.320 -0.678 -2.449 -0.018 0.005 -0.015 0.21
H -2.007 -4.296 2.306 0.002 -0.017 -0.004 0.20
H 3.824 -1.924 -2.884 0.000 0.037 0.033 0.24
H 1.834 4.252 -2.056 -0.011 -0.001 -0.012 0.20
H 3.570 4.551 -0.352 -0.002 -0.003 0.013 0.21
H 2.065 4.566 3.364 -0.010 0.018 -0.016 0.20
H 1.674 -0.554 2.401 -0.011 0.023 0.016 0.25
H 2.514 -3.619 -4.198 0.009 -0.005 0.001 0.21
H -6.032 -0.837 -0.156 -0.002 0.002 0.000 0.20

=====

Entry 3:
10
Properties=species:S:1:pos:R:3:forces:R:3:nbo_charge:R:1 method="wB97M-V/def2-TZVPD" multiplicity=3 charge=-1 gap_ev="3.6 / 6.8" e_tot_ev=-5704.20903
O 2.493 0.064 -1.173 -1.789 0.551 0.774 -0.45
N 1.176 0.197 -0.915 4.493 -0.375 0.864 -0.19
C 0.318 -0.144 -1.844 -2.216 -0.132 -2.165 -0.62
C -0.718 0.112 1.592 -2.894 0.306 1.287 -0.82
H 0.294 0.096 1.747 2.488 -0.221 0.045 0.22
H -1.004 0.976 1.038 0.050 0.320 -1.095 0.21
H 0.476 -0.919 -2.603 0.195 -0.078 0.527 0.13
H -1.214 0.333 2.552 0.143 -0.443 0.134 0.17
H -1.126 -0.814 1.205 0.164 0.034 -0.317 0.21
H -0.695 0.099 -1.599 -0.633 0.039 -0.053 0.13